C22H21FN3O10S | ωB97M-V with the def2-TZVPD basis set

Atoms and positions in Å:
C: 3.695 -7.846 2.443
C: 4.347 -6.799 1.579
O: 3.323 -5.948 1.017
C: 3.815 -5.045 0.141
C: 2.761 -4.193 -0.389
F: 1.525 -4.443 0.051
C: 2.883 -3.437 -1.611
O: 3.922 -3.192 -2.197
O: 1.653 -3.055 -2.014
C: 1.683 -2.322 -3.252
C: 0.262 -2.082 -3.682
O: 4.991 -4.944 -0.171
H: 4.461 -8.532 2.809
H: 3.208 -7.392 3.311
H: 2.957 -8.423 1.879
H: 5.030 -6.190 2.188
H: 4.918 -7.286 0.776
H: 2.203 -1.368 -3.077
H: 2.216 -2.911 -4.013
H: 0.281 -1.668 -4.692
H: -0.308 -3.017 -3.687
H: -0.229 -1.357 -3.025
C: -3.799 -0.254 3.671
C: -3.306 0.182 2.322
C: -4.199 0.698 1.379
C: -3.760 1.112 0.123
C: -2.397 1.023 -0.185
S: -1.791 1.635 -1.736
O: -0.911 0.696 -2.372
O: -2.840 2.321 -2.434
N: -0.643 2.783 -1.214
C: -1.006 4.006 -0.608
C: -2.247 4.448 -0.188
C: -2.305 5.677 0.487
N: -3.531 6.047 1.121
O: -3.591 7.112 1.777
O: -4.508 5.267 1.006
C: -1.133 6.481 0.623
C: 0.103 6.029 0.148
C: 0.182 4.763 -0.448
C: 1.254 3.922 -0.979
N: 2.590 4.307 -1.164
O: 2.964 5.436 -0.766
O: 3.362 3.493 -1.726
C: 0.721 2.695 -1.351
C: -1.498 0.455 0.722
C: -1.953 0.068 1.979
H: -2.961 -0.581 4.290
H: -4.317 0.562 4.187
H: -4.507 -1.086 3.579
H: -5.258 0.783 1.632
H: -4.460 1.532 -0.598
H: -3.149 3.867 -0.335
H: -1.236 7.441 1.127
H: 1.000 6.638 0.246
H: 1.231 1.896 -1.857
H: -0.451 0.330 0.453
H: -1.248 -0.332 2.709

Cartesian forces (eV/Å) of the 2 atoms listed first:
C -0.205 -0.058 0.154
C -0.210 0.318 -0.223

HOMO = -2.69 eV
E_LUMO = 0.10 eV
molar mass = 538.49 u
ΔE to the lowest compared entry with this formula, charge and spin = 0.0 kJ/mol
orbital gap = 0.1026 hartree
total charge = -1

Here are the Mulliken charges for atoms 1 to 8, given in e: number 1, C, carries -1.1843; number 2, C, carries -0.1876; number 3, O, carries -0.2280; number 4, C, carries 0.4426; number 5, C, carries -0.0659; number 6, F, carries -0.3369; number 7, C, carries 0.4928; number 8, O, carries -0.7092

***

C22H21I2N8Rh | ωB97M-V with the def2-TZVPD basis set

Atoms and positions in Å:
Rh: -0.321 -0.037 -0.088
N: -2.077 -3.299 1.757
C: -1.250 -2.271 1.856
N: -1.047 -1.782 0.635
C: -1.853 -2.551 -0.160
N: -2.481 -3.491 0.489
C: -1.981 -2.200 -1.564
C: -2.542 -3.006 -2.544
N: -2.579 -2.616 -3.810
C: -2.054 -1.430 -4.093
C: -1.498 -0.612 -3.118
N: -1.470 -0.997 -1.845
H: -2.423 -3.899 2.493
H: -0.839 -1.915 2.787
H: -2.958 -3.974 -2.294
H: -2.075 -1.115 -5.129
H: -1.083 0.356 -3.360
N: 1.123 -0.172 1.298
C: 1.501 1.060 1.964
C: 2.812 1.501 1.923
C: 3.146 2.666 2.596
C: 2.165 3.367 3.283
C: 0.853 2.917 3.292
C: 0.494 1.744 2.631
C: -0.914 1.279 2.576
C: -1.759 1.531 3.666
C: -3.118 1.290 3.598
C: -3.676 0.807 2.422
C: -2.853 0.515 1.347
C: -1.473 0.701 1.425
H: 1.922 -0.591 0.828
H: 0.764 -0.823 1.987
H: 3.566 0.936 1.387
H: 4.168 3.018 2.589
H: 2.420 4.280 3.803
H: 0.092 3.498 3.795
H: -1.333 1.934 4.576
H: -3.746 1.508 4.451
H: -4.745 0.657 2.345
H: -3.293 0.133 0.431
I: -0.816 2.486 -0.828
I: -0.158 3.167 -3.281
C: 3.824 0.458 -4.034
N: 2.921 -0.200 -3.093
C: 2.637 -1.542 -3.048
C: 1.705 -1.699 -2.071
N: 1.411 -0.469 -1.518
C: 2.160 0.404 -2.171
H: 4.809 0.001 -3.981
H: 3.900 1.509 -3.770
H: 3.434 0.366 -5.045
H: 3.122 -2.253 -3.694
H: 1.248 -2.609 -1.722
H: 2.218 1.462 -1.970

Cartesian forces (eV/Å) of the 2 atoms listed first:
Rh 0.090 -1.019 -0.693
N -0.073 -0.085 -0.036

HOMO = -14.03 eV
E_LUMO = -7.26 eV
molar mass = 754.18 u
ΔE to the lowest compared entry with this formula, charge and spin = 60.9 kJ/mol
orbital gap = 0.2488 hartree
total charge = +2

Here are the Mulliken charges for atoms 1 to 8, given in e: number 1, Rh, carries -0.7488; number 2, N, carries 0.1753; number 3, C, carries -0.2936; number 4, N, carries 0.2052; number 5, C, carries -0.0722; number 6, N, carries -0.6584; number 7, C, carries 0.3773; number 8, C, carries -0.5295

***

C22H21NO4S | ωB97M-V with the def2-TZVPD basis set

Atoms and positions in Å:
C: 5.518 7.133 -1.693
C: 4.294 6.263 -1.480
O: 3.164 6.689 -1.522
N: 4.627 4.961 -1.238
C: 3.789 3.866 -0.995
C: 4.380 2.628 -0.772
C: 3.613 1.502 -0.527
C: 2.227 1.601 -0.502
O: 1.368 0.566 -0.274
C: 1.899 -0.725 -0.062
C: 0.742 -1.676 0.095
C: -0.280 -1.663 -0.848
C: -1.373 -2.496 -0.702
C: -1.434 -3.341 0.388
S: -2.934 -4.279 0.693
O: -2.604 -5.505 1.373
O: -3.689 -4.369 -0.527
C: -3.849 -3.192 1.871
C: -3.642 -1.798 1.406
C: -2.672 -0.989 1.988
C: -2.398 0.263 1.470
C: -3.093 0.724 0.365
C: -4.070 -0.070 -0.213
C: -4.342 -1.324 0.302
C: -0.417 -3.388 1.320
C: 0.676 -2.552 1.171
C: 1.635 2.845 -0.724
C: 2.399 3.964 -0.967
H: 6.152 7.115 -0.809
H: 6.092 6.774 -2.545
H: 5.200 8.154 -1.882
H: 5.613 4.739 -1.230
H: 5.457 2.535 -0.789
H: 4.111 0.561 -0.358
H: 2.511 -1.030 -0.925
H: 2.530 -0.739 0.837
H: -0.221 -0.980 -1.681
H: -2.182 -2.504 -1.414
H: -4.884 -3.518 1.818
H: -3.431 -3.389 2.853
H: -2.125 -1.348 2.849
H: -1.635 0.878 1.924
H: -2.875 1.699 -0.043
H: -4.617 0.288 -1.072
H: -5.087 -1.954 -0.160
H: -0.495 -4.076 2.148
H: 1.474 -2.573 1.899
H: 0.559 2.909 -0.701
H: 1.930 4.918 -1.137

Cartesian forces (eV/Å) of the 2 atoms listed first:
C -0.210 0.142 -0.022
C 0.528 0.132 -0.038

HOMO = -8.19 eV
E_LUMO = 0.52 eV
molar mass = 395.48 u
ΔE to the lowest compared entry with this formula, charge and spin = 58.3 kJ/mol
orbital gap = 0.3202 hartree

Here are the Mulliken charges for atoms 1 to 8, given in e: number 1, C, carries -1.3051; number 2, C, carries 0.8117; number 3, O, carries -0.6161; number 4, N, carries -0.1677; number 5, C, carries 0.7572; number 6, C, carries -1.0039; number 7, C, carries -0.3438; number 8, C, carries 0.3336

***

C22H22AuN6O3 | ωB97M-V with the def2-TZVPD basis set

Atoms and positions in Å:
Au: -1.273 0.669 -1.771
N: -3.919 0.985 -1.507
N: -4.327 1.816 -2.552
C: -3.457 2.275 -3.485
N: -3.945 2.995 -4.493
N: -2.170 1.996 -3.324
N: -1.215 2.487 -4.139
O: -1.489 3.182 -5.105
O: -0.079 2.179 -3.805
H: -4.246 0.027 -1.626
H: -4.227 1.346 -0.605
H: -5.318 1.959 -2.725
H: -4.914 3.254 -4.542
H: -3.271 3.356 -5.172
O: 1.320 0.819 -1.989
C: 1.886 1.707 -1.077
C: 0.917 2.469 -0.199
C: 1.439 3.368 0.733
C: 0.586 3.984 1.626
C: -0.773 3.696 1.564
C: -1.214 2.839 0.577
N: -0.382 2.250 -0.273
H: 1.117 1.283 -2.817
H: 2.544 2.429 -1.579
H: 2.501 1.106 -0.392
H: 2.499 3.565 0.748
H: 0.970 4.668 2.368
H: -1.471 4.127 2.262
H: -2.259 2.595 0.460
C: -0.649 -0.700 -0.543
C: 0.011 -1.430 0.166
C: 0.756 -2.242 1.023
C: 0.370 -2.238 2.413
C: 1.336 -2.286 3.431
C: 0.962 -2.242 4.759
C: -0.378 -2.145 5.106
C: -1.345 -2.074 4.111
C: -0.979 -2.109 2.781
C: 1.887 -2.943 0.493
C: 2.409 -2.590 -0.769
C: 3.486 -3.264 -1.299
C: 4.080 -4.304 -0.596
C: 3.572 -4.676 0.643
C: 2.485 -4.018 1.179
H: 2.381 -2.307 3.159
H: 1.722 -2.272 5.528
H: -0.661 -2.110 6.148
H: -2.386 -1.987 4.381
H: -1.730 -2.067 2.006
H: 1.962 -1.768 -1.306
H: 3.872 -2.981 -2.267
H: 4.925 -4.830 -1.012
H: 4.021 -5.492 1.189
H: 2.063 -4.354 2.115

Cartesian forces (eV/Å) of the 2 atoms listed first:
Au -0.958 -0.561 -0.323
N -0.768 0.188 0.139

HOMO (spin up / spin down) = -9.89 / -9.89 eV
E_LUMO (spin up / spin down) = -4.21 / -4.21 eV
molar mass = 615.42 u
ΔE to the lowest compared entry with this formula, charge and spin = 160.6 kJ/mol
orbital gap (spin up / spin down) = 0.2086 / 0.2086 hartree
total charge = +1

Here are the Mulliken charges for atoms 1 to 8, given in e: number 1, Au, carries 0.8661; number 2, N, carries -0.5575; number 3, N, carries -0.1622; number 4, C, carries 0.6797; number 5, N, carries -0.3497; number 6, N, carries -0.5220; number 7, N, carries 1.2402; number 8, O, carries -0.7604